(1)
{"formula": "C2H3O3Sr", "method": "ωB97M-V/def2-TZVPD", "species": ["C", "O", "H", "H", "O", "C", "O", "Sr", "H"], "coordinates": [[-2.25, -0.38, -1.06], [-2.02, 0.13, 0.01], [-3.25, -0.43, -1.54], [1.31, -0.53, -1.44], [1.36, -0.93, 0.68], [1.79, -0.15, -0.39], [1.46, 1.17, -0.12], [-0.04, 0.61, 1.38], [2.91, -0.21, -0.41]], "lowdin_charge": [0.076, -0.155, 0.084, 0.111, -0.566, -0.668, -0.567, 1.600, 0.085], "multiplicity": 2, "total_charge": 0, "total_energy_ev": -9097.532}

***

(2)
{"formula": "C2H3O6", "method": "ωB97M-V/def2-TZVPD", "species": ["O", "C", "O", "C", "O", "O", "O", "O", "H", "H", "H"], "coordinates": [[2.14, 0.45, -0.20], [1.26, -0.35, 0.05], [1.23, -1.54, 0.27], [-0.26, 0.43, -0.03], [-0.46, 0.68, 1.33], [-0.11, 1.57, -0.78], [-1.34, -0.32, -0.75], [-1.37, -1.65, -0.20], [-1.37, 0.82, 1.47], [0.77, 1.86, -0.79], [-0.51, -1.96, -0.38]], "lowdin_charge": [-0.007, -0.656, -0.001, -0.500, 0.067, 0.060, -0.063, -0.029, 0.068, 0.048, 0.013], "smiles": "O=C([O-])C(O)(O)OO", "relative_energy_kj_mol": 379.5, "total_charge": -1, "total_energy_ev": -14406.531}

***

(3)
{"formula": "C2H3OP", "method": "ωB97M-V/def2-TZVPD", "species": ["C", "C", "O", "P", "H", "H", "H"], "coordinates": [[-0.27, -1.02, 0.17], [0.19, 0.30, 0.41], [-0.95, 1.03, 0.02], [-1.85, -0.37, -0.09], [0.36, -1.88, 0.24], [1.16, 0.92, 0.63], [1.36, 1.01, -1.38]], "lowdin_charge": [-0.368, -0.362, -0.472, 0.923, 0.037, 0.101, 0.142], "relative_energy_kj_mol": 425.9, "total_charge": 0, "total_energy_ev": -13453.345}

***

(4)
{"formula": "C2H3OP", "method": "ωB97M-V/def2-TZVPD", "species": ["C", "C", "O", "P", "H", "H", "H"], "coordinates": [[0.22, 1.27, -0.29], [-0.78, -1.22, -0.42], [1.10, 0.33, -0.54], [0.19, -0.16, 0.79], [-0.48, 1.31, -1.15], [-1.61, -1.93, -0.11], [1.36, 0.39, 1.71]], "lowdin_charge": [-0.329, -0.087, -0.375, 0.747, 0.069, -0.063, 0.038], "relative_energy_kj_mol": 431.8, "multiplicity": 3, "total_charge": 0, "total_energy_ev": -13449.913}

***

(5)
{"formula": "C2H3OPS", "method": "ωB97M-V/def2-TZVPD", "species": ["C", "C", "O", "P", "S", "H", "H", "H"], "coordinates": [[1.12, 0.52, 0.62], [-1.08, -0.80, -0.64], [1.14, 1.37, -0.40], [-0.27, 1.93, -0.84], [-0.94, 0.10, -1.94], [2.26, 0.25, 0.89], [-1.55, -1.74, -0.85], [-1.01, 1.23, 0.29]], "lowdin_charge": [-0.064, -0.521, -0.595, 0.660, 0.575, 0.041, -0.057, -0.040], "relative_energy_kj_mol": 587.5, "total_charge": 0, "total_energy_ev": -24287.246}

***

(6)
{"formula": "C2H3OS3", "method": "ωB97M-V/def2-TZVPD", "species": ["O", "C", "S", "C", "S", "S", "H", "H", "H"], "coordinates": [[1.10, 0.52, 0.92], [-0.23, 0.25, 0.69], [-0.79, -1.48, 1.10], [-0.31, 0.34, -0.84], [-1.32, 1.45, -1.47], [0.82, -0.45, -1.74], [1.67, 0.12, 0.25], [-0.74, 1.10, 1.17], [-0.20, -1.85, -0.08]], "lowdin_charge": [-0.159, -0.843, 0.628, -1.486, 0.475, 0.478, 0.000, 0.092, -0.185], "smiles": "O[C@H](S)C(=S)[S-]", "relative_energy_kj_mol": 13.3, "total_charge": -1, "total_energy_ev": -36676.998}

***

(7)
{"formula": "C2H3OS3", "method": "ωB97M-V/def2-TZVPD", "species": ["O", "C", "S", "C", "S", "S", "H", "H", "H"], "coordinates": [[-0.88, -1.38, -1.01], [-0.97, -0.46, 0.12], [-2.51, -0.30, 0.63], [0.20, 0.36, 0.51], [1.63, -0.88, 0.43], [0.60, 1.75, -0.63], [-0.04, -1.67, -1.29], [0.04, 0.74, 1.55], [1.93, 1.83, -0.31]], "lowdin_charge": [-0.158, -0.965, 0.630, -1.131, 0.184, 0.561, -0.010, 0.045, -0.157], "smiles": "OC(=S)[C@@H]([S-])S", "relative_energy_kj_mol": 66.3, "total_charge": -1, "total_energy_ev": -36676.448}

***

(8)
{"formula": "C2H3OSr", "method": "ωB97M-V/def2-TZVPD", "species": ["H", "O", "C", "C", "H", "H", "Sr"], "coordinates": [[0.81, -1.11, 0.13], [0.02, 0.65, -1.27], [0.79, 0.35, -0.29], [0.22, -0.19, 0.92], [0.91, -0.17, 1.78], [-0.82, 0.07, 1.17], [-1.95, 0.40, -2.44]], "lowdin_charge": [0.163, -0.587, -0.476, -0.129, 0.050, 0.049, 0.930], "relative_energy_kj_mol": 0.0, "multiplicity": 2, "total_charge": 0, "total_energy_ev": -5000.859}

***

(9)
{"formula": "C2H3P", "method": "ωB97M-V/def2-TZVPD", "species": ["C", "C", "P", "H", "H", "H"], "coordinates": [[-0.82, 0.47, 0.07], [-0.36, -0.86, -0.03], [-2.38, 0.09, -0.02], [0.06, 2.57, -0.59], [-0.33, -1.31, -1.04], [0.13, -1.19, 0.85]], "lowdin_charge": [-0.741, -0.244, 0.822, 0.069, 0.055, 0.038], "relative_energy_kj_mol": 456.0, "total_charge": 0, "total_energy_ev": -11404.012}

***

(10)
{"formula": "C2H3P", "method": "ωB97M-V/def2-TZVPD", "species": ["C", "C", "P", "H", "H", "H"], "coordinates": [[-1.23, 1.38, 0.26], [-0.47, 0.35, 0.21], [0.16, -1.29, 0.49], [-1.73, 2.27, 0.40], [0.91, -1.42, -0.61], [-0.96, -1.62, -0.05]], "lowdin_charge": [0.015, -0.440, 0.748, -0.021, -0.147, -0.155], "relative_energy_kj_mol": 282.6, "multiplicity": 3, "total_charge": 0, "total_energy_ev": -11403.579}

***

(11)
{"formula": "C2H3Tl", "method": "ωB97M-V/def2-TZVPD", "species": ["C", "H", "C", "H", "Tl", "H"], "coordinates": [[0.05, -0.10, -0.42], [-0.14, 0.37, -1.40], [-0.10, 0.37, 0.79], [-0.72, 1.23, 1.10], [2.17, -0.66, 1.22], [-1.26, -1.21, -1.30]], "lowdin_charge": [-0.537, -0.079, -0.520, -0.051, 0.159, 0.029], "relative_energy_kj_mol": 26.5, "multiplicity": 2, "total_charge": -1, "total_energy_ev": -6809.720}

***

(12)
{"formula": "C2H4", "method": "ωB97M-V/def2-TZVPD", "species": ["C", "C", "H", "H", "H", "H"], "coordinates": [[0.65, 0.06, 0.07], [-0.65, -0.06, -0.07], [1.20, 0.89, -0.34], [1.24, -0.68, 0.59], [-1.20, -0.89, 0.34], [-1.24, 0.68, -0.59]], "lowdin_charge": [-0.084, -0.084, 0.042, 0.042, 0.042, 0.042], "smiles": "C=C", "relative_energy_kj_mol": 0.0, "total_charge": 0, "total_energy_ev": -2137.900}